C25H32BN9Ni as an isolated structure in a non-equilibrium geometry, computed with the ωB97M-V functional and the def2-TZVPD basis.

multiplicity	2
net charge	+1
<S²>	0.878
HOMO energy (spin up / spin down)	-11.59 / -11.60	eV
E_LUMO (spin up / spin down)	-4.1 / -3.1	eV

Each line ends with the natural charge from an NBO analysis.
Geometry (Å):
Ni -0.531 0.230 0.728  1.29
C 0.562 -2.722 2.940  -0.65
C 0.704 -2.610 1.462  0.21
C 1.459 -3.447 0.644  -0.34
C 1.333 -2.918 -0.630  0.05
N 0.541 -1.833 -0.559  -0.37
N 0.104 -1.683 0.731  -0.38
B -0.061 -0.912 -1.608  0.93
N 0.446 0.584 -1.218  -0.41
C 1.593 0.990 -1.786  0.04
C 1.804 2.316 -1.482  -0.33
C 0.724 2.677 -0.688  0.22
C 0.438 3.979 -0.020  -0.65
N -0.132 1.657 -0.538  -0.40
N -1.574 -0.887 -1.596  -0.36
C -2.462 -1.271 -2.522  0.02
C -3.700 -0.846 -2.111  -0.33
C -3.485 -0.189 -0.895  0.19
C -4.555 0.543 -0.150  -0.65
N -2.190 -0.280 -0.551  -0.39
N 0.490 -1.071 -2.973  -0.42
C 0.110 -0.430 -4.113  -0.02
C 1.016 -0.711 -5.090  -0.33
C 1.980 -1.532 -4.457  0.16
C 3.213 -2.126 -5.049  -0.64
N 1.670 -1.727 -3.192  -0.32
H 1.451 -3.181 3.366  0.24
H -0.289 -3.365 3.177  0.24
H 0.410 -1.756 3.433  0.22
H 2.055 -4.290 0.949  0.24
H 1.774 -3.197 -1.571  0.27
H 2.197 0.313 -2.371  0.26
H 2.611 2.948 -1.810  0.25
H 1.094 4.121 0.843  0.24
H -0.596 4.018 0.318  0.22
H 0.602 4.816 -0.698  0.24
H -2.146 -1.799 -3.406  0.24
H -4.641 -0.964 -2.620  0.24
H -5.522 0.279 -0.571  0.24
H -4.441 1.624 -0.255  0.23
H -4.588 0.307 0.916  0.22
H -0.765 0.201 -4.126  0.23
H 1.007 -0.375 -6.113  0.24
H 3.008 -2.536 -6.037  0.23
H 3.596 -2.921 -4.412  0.23
H 3.989 -1.368 -5.162  0.23
C -2.581 -0.331 2.798  -0.42
N -1.597 0.701 2.414  -0.46
C -2.251 1.976 2.038  -0.43
C -0.706 0.961 3.582  -0.23
C 0.691 1.085 3.098  -0.14
C 1.742 1.503 3.918  -0.20
C 3.045 1.460 3.467  -0.19
C 3.315 0.974 2.200  -0.21
C 2.293 0.563 1.354  -0.21
C 0.986 0.667 1.805  -0.04
H -3.201 0.035 3.622  0.20
H -2.043 -1.215 3.131  0.22
H -3.209 -0.603 1.954  0.22
H -2.952 2.288 2.817  0.21
H -2.764 1.873 1.085  0.22
H -1.479 2.735 1.928  0.22
H -0.804 0.122 4.271  0.22
H -1.045 1.845 4.131  0.22
H 1.525 1.850 4.922  0.23
H 3.851 1.786 4.110  0.23
H 4.338 0.901 1.851  0.23
H 2.542 0.170 0.379  0.23



A 4-piece molecular cluster, C25H32BrN5O2S overall in a non-equilibrium geometry, computed with the ωB97M-V functional and the def2-TZVPD basis.

multiplicity	1
net charge	0
SMILES string	C#CCCCc1cc(O)c2nsnc2c1CC(=O)Br.CCCC#N.CCCC#N.CCCC#N
HOMO energy	-8.09	eV
E_LUMO	-0.9	eV

Each line ends with the natural charge from an NBO analysis.
Geometry (Å):
C 7.252 0.835 4.321  -0.28
C 6.936 1.339 3.253  0.00
C 6.602 1.820 1.785  -0.47
C 5.250 2.662 1.860  -0.40
C 4.313 2.541 0.553  -0.45
C 3.001 1.731 0.976  0.06
C 1.761 2.507 1.452  -0.26
C 0.542 1.746 1.875  0.30
O -0.567 2.495 2.287  -0.67
C 0.486 0.231 1.847  0.12
N -0.540 -0.657 2.187  -0.58
S 0.116 -2.199 1.946  0.84
N 1.661 -1.876 1.367  -0.60
C 1.757 -0.481 1.354  0.11
C 3.015 0.226 0.899  -0.07
C 4.239 -0.602 0.379  -0.55
C 4.870 -1.597 1.438  0.53
O 5.510 -2.525 0.997  -0.51
Br 4.692 -1.381 3.395  -0.02
H 7.238 0.277 5.289  0.25
H 7.428 2.536 1.463  0.24
H 6.560 0.914 1.118  0.23
H 5.479 3.752 2.066  0.22
H 4.641 2.280 2.743  0.23
H 4.007 3.602 0.285  0.22
H 4.836 2.086 -0.335  0.23
H 1.718 3.627 1.492  0.24
H -0.548 2.651 3.257  0.49
H 5.011 0.080 -0.074  0.26
H 3.852 -1.253 -0.473  0.27
C 0.627 -1.415 -2.505  -0.62
C 0.898 -1.085 -3.969  -0.38
C 2.383 -1.148 -4.334  -0.51
C 3.165 -0.118 -3.648  0.30
N 3.780 0.685 -3.104  -0.35
H 1.088 -0.682 -1.837  0.22
H -0.448 -1.409 -2.312  0.22
H 1.011 -2.405 -2.248  0.21
H 0.496 -0.094 -4.197  0.21
H 0.356 -1.800 -4.594  0.21
H 2.490 -1.013 -5.414  0.25
H 2.785 -2.137 -4.098  0.25
C -4.978 -0.642 2.253  -0.61
C -5.567 0.725 1.930  -0.38
C -4.816 1.455 0.815  -0.51
C -3.449 1.809 1.204  0.30
N -2.369 2.080 1.508  -0.34
H -3.959 -0.558 2.640  0.22
H -5.582 -1.142 3.013  0.22
H -4.957 -1.280 1.365  0.19
H -5.582 1.336 2.838  0.21
H -6.607 0.591 1.619  0.22
H -5.359 2.370 0.562  0.25
H -4.798 0.839 -0.089  0.24
C -5.444 -1.169 -3.489  -0.61
C -5.231 -2.123 -2.321  -0.38
C -6.539 -2.669 -1.743  -0.51
C -7.351 -1.621 -1.122  0.29
N -7.991 -0.798 -0.637  -0.34
H -5.983 -0.270 -3.179  0.21
H -4.481 -0.853 -3.897  0.22
H -6.009 -1.650 -4.291  0.21
H -4.656 -1.616 -1.540  0.21
H -4.625 -2.966 -2.666  0.21
H -6.305 -3.427 -0.991  0.25
H -7.114 -3.169 -2.527  0.25



Look up the net charge of the second one.
0